[1]
80
Properties=species:S:1:pos:R:3 method="wB97M-V/def2-TZVPD" smiles="COCCCCCOC(=O)O[C@H](Cl)[C@@H](C)Cl.COCCOCCOC.COCCOCCOC" charge=0 energy_ev=-69076.2773 max_force_ev_per_a=2.11 spin_multiplicity=1
C -1.358 -2.143 4.321
O -2.572 -2.726 4.747
C -3.697 -1.865 4.676
C -4.008 -1.344 3.278
C -4.529 -2.448 2.345
C -4.436 -2.055 0.855
C -3.263 -2.792 0.226
O -3.097 -2.643 -1.209
C -2.516 -1.566 -1.699
O -1.728 -1.566 -2.565
O -2.998 -0.416 -1.138
C -2.047 0.601 -0.921
Cl -0.775 0.014 0.186
C -2.757 1.868 -0.422
C -4.083 2.096 -1.146
Cl -3.034 1.879 1.341
H -0.552 -2.820 4.617
H -1.188 -1.167 4.801
H -1.313 -2.011 3.230
H -4.545 -2.471 5.021
H -3.585 -1.032 5.390
H -3.134 -0.856 2.831
H -4.780 -0.568 3.375
H -5.579 -2.640 2.597
H -3.963 -3.369 2.534
H -4.309 -0.972 0.776
H -5.350 -2.317 0.310
H -3.417 -3.868 0.346
H -2.312 -2.537 0.712
H -1.523 0.848 -1.851
H -2.083 2.697 -0.649
H -4.725 1.215 -1.088
H -4.603 2.938 -0.684
H -3.903 2.346 -2.198
C 4.603 -0.190 8.567
O 4.278 0.478 7.371
C 4.852 1.769 7.287
C 5.012 2.201 5.847
O 6.089 1.573 5.172
C 5.883 0.250 4.708
C 5.031 0.155 3.462
O 3.658 0.301 3.776
C 2.883 0.678 2.662
H 4.198 0.329 9.443
H 4.164 -1.185 8.515
H 5.689 -0.286 8.686
H 5.833 1.783 7.777
H 4.202 2.493 7.798
H 5.267 3.263 5.856
H 4.072 2.079 5.304
H 5.478 -0.393 5.494
H 6.879 -0.113 4.447
H 5.198 -0.826 2.996
H 5.343 0.931 2.752
H 3.238 1.621 2.231
H 1.860 0.813 3.007
H 2.897 -0.093 1.882
C -1.948 -1.525 -5.834
O -1.258 -0.824 -6.846
C -2.030 0.211 -7.420
C -1.146 1.298 -7.986
O -0.563 2.135 -7.000
C 0.568 1.629 -6.308
C 1.851 1.670 -7.107
O 1.902 0.609 -8.041
C 2.809 0.853 -9.090
H -2.821 -2.054 -6.237
H -1.261 -2.250 -5.404
H -2.276 -0.848 -5.039
H -2.697 0.651 -6.667
H -2.650 -0.197 -8.231
H -1.783 1.960 -8.578
H -0.388 0.871 -8.647
H 0.387 0.622 -5.927
H 0.698 2.302 -5.457
H 2.699 1.587 -6.412
H 1.923 2.636 -7.623
H 2.553 1.773 -9.630
H 2.747 0.012 -9.778
H 3.839 0.937 -8.723

[2]
19
Properties=species:S:1:pos:R:3 method="wB97M-V/def2-TZVPD" charge=0 energy_ev=-8459.4357 max_force_ev_per_a=0.54 spin_multiplicity=1
C -1.905 -1.195 0.610
C -1.312 -0.659 -0.698
C -0.092 0.208 -0.505
C 1.150 -0.399 -0.077
C 2.220 0.377 0.524
C -0.050 1.532 -1.063
O 0.952 2.247 -1.136
H -2.770 -1.841 0.422
H -1.168 -1.782 1.170
H -2.223 -0.366 1.251
H -1.071 -1.509 -1.356
H -2.079 -0.083 -1.232
H 0.154 1.090 1.359
H 1.841 -0.467 -0.982
H 1.055 -1.409 0.331
H 3.033 -0.149 1.019
H 0.886 1.119 1.672
H 2.399 1.373 0.138
H -1.020 1.912 -1.448

[3]
57
Properties=species:S:1:pos:R:3 method="wB97M-V/def2-TZVPD" charge=+1 energy_ev=-115575.9538 max_force_ev_per_a=1.31 spin_multiplicity=1
C 0.941 0.853 3.506
C -0.304 0.149 4.041
C -1.596 0.341 3.240
C -1.546 -0.130 1.775
C -1.270 0.899 0.651
O -2.379 0.863 -0.239
B -3.353 1.874 -0.295
O -4.324 1.999 0.675
O -3.381 2.681 -1.389
S -1.001 2.659 1.221
C 0.618 2.703 0.671
C 1.490 3.868 1.018
C 0.906 5.125 0.380
O 0.437 5.120 -0.713
Br 0.994 6.690 1.448
N 0.969 1.647 0.021
O 2.214 1.386 -0.471
C -0.004 0.590 -0.195
B -0.282 0.036 -1.688
O -0.700 -1.265 -1.631
N -0.087 0.729 -2.933
C -0.415 2.157 -2.914
C 1.186 0.457 -3.609
H 1.127 0.620 2.455
H 1.819 0.505 4.055
H 0.889 1.932 3.667
H -0.095 -0.920 4.120
H -0.486 0.513 5.054
H -2.342 -0.288 3.734
H -1.965 1.365 3.341
H -2.520 -0.548 1.524
H -0.828 -0.950 1.714
H -4.028 1.951 1.588
H -4.249 3.077 -1.529
H 1.481 3.972 2.104
H 2.522 3.757 0.687
H 2.598 2.225 -0.770
H 0.454 -0.293 0.272
H -1.419 -1.419 -2.254
H -1.476 2.297 -2.730
H 0.177 2.746 -2.200
H -0.207 2.573 -3.903
H 2.044 0.930 -3.123
H 1.360 -0.620 -3.644
H 1.116 0.795 -4.644
C 2.621 -5.671 -0.995
C 1.767 -6.764 -0.962
C 0.392 -6.571 -0.977
C -0.128 -5.286 -1.030
C 0.724 -4.190 -1.066
C 2.099 -4.386 -1.046
H 3.692 -5.821 -0.983
H 2.172 -7.766 -0.926
H -0.273 -7.424 -0.948
H -1.200 -5.139 -1.045
H 0.316 -3.188 -1.110
H 2.769 -3.534 -1.071

[4]
10
Properties=species:S:1:pos:R:3 method="wB97M-V/def2-TZVPD" smiles="C=CCC#N" charge=0 energy_ev=-5717.3405 max_force_ev_per_a=3.96 spin_multiplicity=1
C -1.694 -0.262 -0.205
C -0.422 -0.554 0.230
C 0.632 0.622 0.156
C 1.905 -0.019 -0.039
N 2.963 -0.499 -0.208
H -1.890 0.813 -0.661
H -2.486 -0.955 -0.230
H 0.052 -1.583 0.561
H 0.653 1.172 1.083
H 0.287 1.265 -0.688

[5]
7
Properties=species:S:1:pos:R:3 method="wB97M-V/def2-TZVPD" smiles=O[Si](O)(Br)I charge=0 energy_ev=-90151.7706 max_force_ev_per_a=3.20 spin_multiplicity=1
O 0.430 -0.030 -1.667
Si 1.053 0.020 -0.162
O 0.164 0.421 1.122
Br 2.150 -2.530 0.133
I 3.124 1.356 -0.056
H 0.809 -0.381 -2.511
H -0.857 0.607 1.169

[6]
12
Properties=species:S:1:pos:R:3 method="wB97M-V/def2-TZVPD" smiles="CSOC(C)=O" charge=0 energy_ev=-18137.2784 max_force_ev_per_a=4.98 spin_multiplicity=1
C -2.256 0.237 -1.302
S -1.499 -1.077 -0.345
O 0.054 -0.249 -0.005
C 1.061 -1.144 0.066
C 2.321 -0.434 0.514
O 0.890 -2.292 -0.151
H -3.174 -0.010 -1.607
H -1.603 0.434 -2.062
H -2.520 1.156 -0.692
H 2.135 0.481 0.925
H 2.659 -0.998 1.423
H 3.024 -0.417 -0.401

[7]
14
Properties=species:S:1:pos:R:3 method="wB97M-V/def2-TZVPD" smiles="[H]/N=C(/NS)N(C)S" charge=0 energy_ev=-28327.2142 max_force_ev_per_a=1.90 spin_multiplicity=1
H -0.860 1.892 -0.497
N 0.156 1.755 -0.600
C 0.485 0.577 -0.290
N 1.802 0.226 -0.583
S 2.827 -0.654 0.460
N -0.334 -0.369 0.376
C -1.606 0.133 0.943
S -0.471 -1.858 -0.467
H 2.250 0.916 -1.172
H 2.779 -1.878 -0.093
H -2.393 0.355 0.257
H -1.358 1.051 1.510
H -1.982 -0.635 1.622
H -1.296 -1.511 -1.465

[8]
12
Properties=species:S:1:pos:R:3 method="wB97M-V/def2-TZVPD" smiles="C=C/C(C=O)=N/O" charge=0 energy_ev=-9810.0418 max_force_ev_per_a=3.98 spin_multiplicity=1
C 2.227 -0.403 -0.001
C 1.035 0.359 0.060
C -0.376 0.027 -0.078
C -1.336 1.231 -0.084
O -0.999 2.353 -0.004
N -0.717 -1.182 -0.016
O -2.073 -1.340 0.088
H 2.406 -1.556 -0.230
H 3.152 0.359 -0.002
H 1.194 1.475 0.387
H -2.411 0.949 0.054
H -2.100 -2.272 -0.175

> Among the records above, which one has the highest charge?

C17H28B2BrN2O6S